ORCA calculation (ωB97M-V/def2-TZVPD) on a cluster of 2 separate species, C4HClNO2 in total in a non-equilibrium geometry.

```
9
Properties=species:S:1:pos:R:3:forces:R:3:mulliken_charge:R:1
C 0.434718 3.034712 0.305457 -0.95 1.12 0.34 0.53
C -0.322884 0.181957 -0.047052 2.17 1.48 0.43 -0.49
C 1.375232 2.029283 0.350126 -0.58 -2.60 0.49 -0.41
C -1.619327 0.409637 -0.483807 -0.10 0.13 -0.46 0.75
N -0.292580 3.901337 0.584859 -0.02 -0.03 -0.37 -0.54
O -2.461792 0.688943 -1.279044 -0.36 -0.03 0.05 -0.58
O -1.540359 0.121256 0.828778 -0.61 0.04 0.38 -0.38
Cl 2.326846 1.810603 -1.066721 0.33 0.09 -0.76 -0.18
H 0.229453 -0.739733 -0.130434 0.12 -0.20 -0.11 0.30
```
Forces are in eV/Å.

Computed properties:
Orbital gap (alpha / beta)   7.126 / 7.454 eV
Net charge   -1
LUMO level (alpha / beta)   3.4 / 3.6 eV

***

ORCA calculation (ωB97M-V/def2-TZVPD) on the ion C28H49BBrN4O6 with charge +1 in a non-equilibrium geometry.

```
89
Properties=species:S:1:pos:R:3:forces:R:3:mulliken_charge:R:1
C -5.214813 -3.725785 -0.353349 -0.10 0.04 -0.38 -1.46
C -3.961363 -3.531194 -1.222198 -0.39 0.13 0.54 0.40
C -2.696758 -4.162809 -0.636912 0.42 0.77 -0.87 -1.25
C -1.447434 -3.388728 -1.088468 -0.32 -0.90 0.22 -0.39
N -1.411359 -2.105578 -0.417531 0.26 0.85 -0.87 0.65
C -0.404984 -1.113327 -0.666464 0.11 -1.15 0.39 -0.82
C 0.512357 -1.597866 -1.787842 0.51 0.33 -0.68 -2.66
O 1.466833 -0.615139 -2.109071 -0.14 -0.30 0.12 -0.02
C 2.801801 -1.067819 -2.256190 0.21 0.56 -0.44 -0.26
C 3.534964 -0.122159 -3.201820 0.27 0.07 0.52 -0.19
C 5.016479 -0.037018 -2.857969 0.04 -0.04 -0.01 -1.37
N 0.498929 -1.095534 0.576069 0.08 0.83 0.46 1.40
C 0.983186 -2.292260 1.200528 0.36 -0.71 0.21 -0.61
C 2.235601 -2.823899 0.886038 -0.28 -0.30 0.24 -0.01
C 2.640007 -3.982898 1.543750 -0.75 0.41 0.08 -0.87
C 1.773344 -4.549702 2.484979 0.27 0.17 -0.26 -0.49
N 0.587547 -4.033075 2.817676 0.30 0.11 -0.36 -0.69
C 0.214890 -2.929172 2.182618 0.15 0.31 -0.34 -0.28
C 0.771780 0.086782 1.040468 -0.21 -1.08 -0.80 0.87
C 1.653984 0.236778 2.222925 -0.11 0.68 0.52 -0.72
C 1.994071 1.637867 2.744619 -0.20 -0.09 0.51 -0.54
O 3.324496 1.582044 3.188251 0.16 0.16 -0.14 -0.47
C 3.902564 2.891161 3.364297 -0.29 -0.55 -0.27 -0.28
C 4.544614 3.361792 2.073249 -0.10 -0.22 0.16 -0.94
C 0.087219 1.121058 0.232520 0.15 1.94 0.09 0.00
Br 1.653992 2.005483 -0.624064 0.04 -0.26 0.06 0.05
B -0.531843 2.296960 1.197714 -0.25 -0.08 -0.05 0.77
O -1.068503 1.992897 2.417287 0.33 -0.15 -0.14 -0.90
O -0.500670 3.583162 0.797194 0.62 -0.07 0.38 -0.74
C -0.441797 4.621162 1.805227 -0.32 0.45 -0.45 -0.21
C -1.821957 5.146192 2.112327 -0.08 -0.25 0.16 -1.27
C -0.908392 0.430503 -0.745301 0.38 -1.69 0.37 1.40
C -2.314654 0.409202 -0.107193 0.13 1.16 -0.33 -1.33
C -3.073646 1.741048 -0.067094 -0.33 -0.02 0.98 -0.65
O -3.717943 1.787762 1.220572 0.13 -0.04 -0.28 -0.63
N -0.809324 0.891935 -2.109498 -0.78 0.57 0.36 0.62
C -0.895361 2.340807 -2.365902 0.23 0.14 -0.36 -1.04
C -1.596826 0.197854 -3.111192 -0.41 0.44 0.35 0.74
C -3.098172 0.306081 -3.191157 -0.15 0.31 0.04 -1.22
O -1.028278 -0.395142 -3.962837 0.83 -0.88 -1.11 -0.54
H -5.825007 -2.826438 -0.353636 -0.06 0.11 0.06 0.37
H -4.963994 -3.959283 0.676717 0.03 -0.03 0.14 0.34
H -5.856153 -4.512542 -0.739397 0.02 -0.24 0.08 0.36
H -3.807695 -2.459170 -1.340120 0.18 0.11 0.01 -0.40
H -4.144424 -3.918557 -2.220582 0.07 -0.07 -0.15 0.45
H -2.711030 -4.154719 0.451580 -0.14 -0.35 0.15 0.40
H -2.580040 -5.163132 -1.042751 -0.06 -0.34 0.45 0.45
H -1.525289 -3.282271 -2.167862 0.08 0.28 -0.12 0.32
H -0.571583 -4.017100 -0.893678 0.16 0.09 0.10 0.19
H -1.753793 -2.120142 0.525595 -0.22 -0.04 0.07 0.73
H -0.047008 -1.856242 -2.681812 -0.19 0.09 0.04 0.33
H 1.022551 -2.511691 -1.486127 -0.12 -0.17 0.34 0.97
H 2.847225 -2.076072 -2.670962 -0.08 -0.24 0.24 0.46
H 3.312550 -1.008881 -1.290074 0.02 -0.24 0.15 -0.13
H 3.393961 -0.434721 -4.231146 -0.14 0.12 -0.17 0.40
H 3.116635 0.870088 -3.053863 -0.26 0.07 -0.20 0.14
H 5.508264 0.741139 -3.433199 0.08 -0.01 -0.20 0.42
H 5.152145 0.229132 -1.810115 -0.03 -0.01 0.14 0.31
H 5.538242 -0.976235 -3.028923 0.08 -0.09 -0.05 0.33
H 2.877740 -2.371197 0.146027 -0.03 0.13 -0.03 0.18
H 3.595801 -4.424874 1.317937 0.08 -0.13 0.05 0.47
H 2.068315 -5.459970 2.986932 -0.07 -0.07 0.13 0.44
H -0.741208 -2.498834 2.460953 -0.09 -0.03 0.10 0.41
H 1.168617 -0.292867 3.044962 -0.04 -0.28 -0.01 0.31
H 2.599677 -0.279841 2.079034 0.06 -0.13 -0.29 0.70
H 1.844555 2.434229 2.017854 0.09 0.00 -0.31 0.13
H 1.340136 1.861355 3.593594 -0.07 0.10 0.01 0.18
H 3.101674 3.551449 3.696154 0.13 0.29 0.20 0.28
H 4.640260 2.779459 4.149674 0.06 0.04 0.15 0.39
H 5.030539 2.505591 1.612715 0.20 -0.03 -0.04 0.24
H 5.294414 4.117901 2.282383 0.01 0.21 -0.11 0.42
H 3.810968 3.740187 1.366703 -0.05 0.16 -0.08 0.17
H -1.265566 1.060211 2.535930 -0.09 0.03 0.27 0.43
H 0.149680 5.416045 1.360409 0.17 0.01 -0.07 0.45
H 0.082406 4.268483 2.689300 -0.05 -0.19 0.11 0.24
H -2.420555 4.393869 2.619868 -0.05 -0.11 0.08 0.22
H -1.767688 6.016718 2.760275 0.03 0.12 0.02 0.46
H -2.322829 5.422405 1.189185 -0.05 0.14 -0.12 0.31
H -2.213429 0.110424 0.934534 -0.21 -0.38 0.08 0.74
H -2.932399 -0.291474 -0.644034 0.03 -0.45 0.22 0.07
H -2.443602 2.621800 -0.165371 0.06 -0.02 -0.23 0.41
H -3.856551 1.769135 -0.819025 0.10 0.05 -0.34 0.41
H -3.870885 2.711416 1.436564 -0.15 0.03 0.09 0.40
H -1.786647 2.620029 -2.926640 -0.24 -0.08 0.05 0.42
H -0.047852 2.640815 -2.977424 0.10 0.01 -0.07 0.22
H -0.871750 2.948928 -1.470396 0.01 -0.08 0.16 0.53
H -3.448422 1.300355 -2.936278 -0.15 0.03 0.22 0.30
H -3.389093 0.100520 -4.213604 0.02 -0.07 -0.15 0.46
H -3.586444 -0.434853 -2.564117 -0.01 -0.03 0.17 0.16
```
Forces are in eV/Å.

Computed properties:
Orbital gap   8.167 eV
Net charge   +1
LUMO level   -3.5 eV
Structure (SMILES)   CCCCN[C@]1(COCCC)[N+](c2cccnc2)=C(CCOCC)[C@](Br)(B(O)OCC)[C@@]1(CCO)N(C)C(C)=O

***

ORCA calculation (ωB97M-V/def2-TZVPD) on a structure of composition C25H52AsBF2N7OPSeV.

```
92
Properties=species:S:1:pos:R:3:forces:R:3:mulliken_charge:R:1
V -1.321018 1.328493 0.294353 -0.50 -0.07 0.64 0.44
Se -3.497056 0.816467 -0.607499 -0.18 0.08 -0.13 -0.53
C -3.890868 -0.473789 0.761139 0.12 -0.02 -0.03 0.52
C -4.332235 -1.747460 0.428844 0.04 -0.05 0.03 -0.44
C -4.528957 -2.664630 1.453268 0.02 0.04 -0.08 -0.48
N -4.308900 -2.395953 2.737089 0.00 -0.07 0.08 -0.58
C -3.905481 -1.170176 3.045314 0.01 0.07 -0.03 -0.42
C -3.683749 -0.173582 2.101999 -0.07 0.03 0.05 -0.35
H -4.511008 -2.033010 -0.598872 -0.01 0.02 -0.01 0.46
H -4.873848 -3.666584 1.225076 0.00 -0.01 0.00 0.39
H -3.750040 -0.963450 4.098967 -0.01 -0.01 0.01 0.42
H -3.379536 0.816554 2.421047 -0.02 0.01 -0.01 0.49
N -3.751384 2.469288 -4.611184 -0.01 -0.05 -0.01 -0.24
C -4.117048 3.364791 -3.449179 -0.01 -0.03 0.06 -0.57
C -2.859112 3.602733 -2.617378 0.04 -0.03 -0.01 -0.18
N -3.079816 4.265435 -1.355737 0.04 -0.02 0.04 -0.38
H -4.554922 2.268986 -5.208899 0.01 -0.01 -0.01 0.39
H -3.383793 1.580095 -4.258009 0.01 0.01 -0.01 0.27
H -3.023599 2.893794 -5.190103 0.00 -0.01 -0.01 0.36
H -4.865895 2.822854 -2.872572 -0.01 0.04 0.01 0.31
H -4.555489 4.273715 -3.857710 0.03 0.00 -0.01 0.42
H -2.112206 4.149852 -3.199730 -0.06 0.07 -0.02 0.45
H -2.422655 2.625323 -2.409552 0.10 -0.03 -0.01 -0.38
H -3.686874 3.711933 -0.761130 -0.02 0.10 0.07 0.18
H -3.445344 5.204231 -1.449353 -0.05 -0.02 -0.02 0.29
N 0.027892 0.289447 -0.580586 0.04 0.59 0.32 0.83
P 0.992429 -0.964433 -0.271376 -0.07 -0.27 -0.08 -2.55
N 0.840579 -2.063372 -1.472175 0.04 0.17 0.15 0.71
C -0.484787 -2.322731 -2.052389 -0.05 0.01 -0.04 -0.28
C -0.733282 -3.815033 -2.226507 0.00 0.00 0.00 -0.50
C 0.399844 -4.473708 -3.007945 -0.01 0.00 0.00 -0.85
C 1.741570 -4.177621 -2.346171 0.01 -0.01 0.00 -0.67
C 1.951440 -2.676907 -2.203043 0.04 -0.02 -0.01 -0.38
N 0.502278 -1.646641 1.133465 0.04 0.04 -0.15 0.48
C -0.133109 -0.930388 2.232109 -0.02 0.05 0.08 0.80
C 0.677595 -1.041334 3.524216 0.00 0.01 -0.01 -1.02
C 1.234370 -2.466928 3.702301 0.01 -0.03 0.01 -0.72
C 0.483266 -3.458872 2.821593 0.00 0.00 0.01 -0.84
C 0.636940 -3.107334 1.343274 -0.02 -0.05 -0.01 -0.06
N 2.556726 -0.497917 -0.158201 -0.14 -0.10 0.03 0.90
C 3.492616 -1.058993 0.832073 0.02 0.02 0.03 0.16
C 4.616485 -0.062584 1.068580 0.00 -0.01 0.03 -0.84
C 5.447692 0.151582 -0.207126 0.00 0.00 0.00 -0.62
C 4.614434 -0.124455 -1.465049 0.01 -0.01 -0.02 -0.86
C 3.164245 0.282945 -1.258835 -0.01 0.05 -0.03 -0.49
H -0.536588 -1.820169 -3.026981 -0.01 -0.01 0.01 0.39
H -1.247229 -1.867628 -1.417469 0.00 -0.02 0.00 -0.03
H -1.689071 -3.955036 -2.734886 0.00 0.00 -0.01 0.42
H -0.824853 -4.287724 -1.244982 0.01 0.00 0.01 0.15
H 0.408550 -4.090434 -4.033808 0.00 0.01 0.00 0.31
H 0.237946 -5.549320 -3.077681 0.00 0.00 0.00 0.42
H 2.563804 -4.596973 -2.927736 0.00 0.00 -0.01 0.42
H 1.776926 -4.641988 -1.356069 0.00 0.00 0.01 0.20
H 2.016580 -2.220039 -3.199278 0.01 0.00 0.00 0.41
H 2.881345 -2.463960 -1.679493 -0.01 -0.01 0.01 0.03
H -1.145295 -1.317418 2.377416 0.02 -0.01 -0.01 0.38
H -0.234854 0.132387 1.980195 0.02 -0.02 0.00 -0.85
H 0.029208 -0.771453 4.359970 -0.01 0.00 0.00 0.54
H 1.495370 -0.315745 3.509782 0.01 0.00 0.00 0.23
H 1.173945 -2.767636 4.747178 0.00 0.00 0.00 0.46
H 2.295203 -2.495164 3.440781 -0.01 0.01 -0.01 0.30
H -0.573666 -3.487544 3.097452 0.00 0.03 0.00 0.36
H 0.862307 -4.469950 2.970048 0.00 0.00 0.00 0.51
H -0.111144 -3.636851 0.750014 0.02 -0.01 -0.01 -0.20
H 1.621308 -3.427232 0.992841 0.01 0.01 0.02 0.27
H 3.906089 -2.014221 0.486214 0.01 0.00 0.00 0.26
H 2.945732 -1.253813 1.752244 0.00 0.00 -0.01 -0.25
H 5.244105 -0.411416 1.888603 0.01 0.00 -0.01 0.49
H 4.168823 0.880363 1.396761 0.00 0.00 0.00 0.05
H 6.319354 -0.503019 -0.201621 0.00 0.00 0.00 0.37
H 5.829883 1.173030 -0.227119 -0.01 0.00 0.00 0.32
H 4.658171 -1.184708 -1.724215 0.00 0.00 0.01 0.24
H 5.016852 0.414865 -2.322610 0.00 0.01 0.01 0.48
H 2.584910 0.126404 -2.172926 0.02 -0.01 0.00 0.48
H 3.106697 1.349621 -1.026007 0.00 -0.01 -0.01 0.15
F 0.909031 2.395217 -1.478114 -0.14 0.23 -0.01 -0.22
B -0.034919 1.400759 -1.503694 0.44 -0.46 -0.35 1.05
F -0.611088 1.242298 -2.740192 -0.07 0.14 0.00 -0.24
C 1.698482 3.056326 1.488424 0.00 0.05 0.06 -0.70
As -0.007349 3.808704 1.965069 0.31 0.34 0.18 0.66
C -0.030268 4.218283 3.833164 -0.01 0.02 -0.09 -1.15
C -0.351104 5.369876 0.915466 0.03 -0.04 0.08 -1.05
O -1.226570 2.667203 1.705930 0.07 -0.66 -0.70 -0.73
H 2.437803 3.347617 2.233853 -0.01 0.02 -0.01 0.68
H 1.992254 3.414505 0.504718 -0.02 -0.01 -0.01 0.34
H 1.618222 1.968283 1.460228 -0.03 0.01 0.01 -0.24
H 0.722096 4.975027 4.051778 0.00 0.00 -0.01 0.42
H 0.185620 3.310292 4.393648 -0.01 0.00 -0.02 0.35
H -1.017161 4.590702 4.101574 0.00 -0.01 -0.02 0.37
H 0.460053 6.083194 1.058463 0.00 -0.01 -0.01 0.44
H -1.293168 5.812004 1.233935 0.00 -0.03 0.01 0.38
H -0.420734 5.071850 -0.129266 0.00 -0.02 0.01 0.28
```
Forces are in eV/Å.

Computed properties:
Orbital gap (alpha / beta)   8.268 / 7.749 eV
Net charge   +2
Spin multiplicity   2
LUMO level (alpha / beta)   -4.9 / -4.9 eV

***

The records above yield energy relative to the best compared isomer or geometry (same formula, charge and spin) values of 3.0067, 0.0000, 2.2573 eV, respectively.